No. 1
The following is a quantum chemistry calculation of a structure of composition C33H37AlClO2Si2, from the Open Molecules 2025 dataset.

Each line ends with the Mulliken charge.
Atoms and positions in Å:
C: -1.0851 -0.6888 4.6144  -0.08
C: -1.9163 -0.1478 3.5239  -0.33
C: -2.2592 -1.2545 2.6718  -0.48
H: -2.4588 0.7968 3.5686  0.77
C: -1.6211 -2.4083 3.1584  -0.54
C: -0.9011 -2.0938 4.3286  -1.17
H: -0.4295 -2.8041 5.0062  0.67
H: -0.9474 -0.2116 5.5896  0.63
H: -2.9747 -1.2226 1.8484  0.49
H: -1.7320 -3.4074 2.7392  0.58
Al: 0.1400 -0.0318 3.1911  -1.81
Si: 0.5463 0.1072 0.0533  -0.24
C: -0.3423 1.6980 -0.1606  1.39
C: 0.2624 2.8598 -0.6648  -0.58
H: 1.3358 2.8699 -0.8673  0.38
C: -0.5059 3.9908 -0.9409  -0.62
H: -0.0348 4.8697 -1.3932  0.43
C: -1.8700 4.0091 -0.6342  -0.66
H: -2.4720 4.8913 -0.8617  0.42
C: -2.4594 2.8929 -0.0297  -0.81
H: -3.5090 2.9116 0.2667  0.45
C: -1.7022 1.7441 0.2091  0.03
H: -2.1598 0.8871 0.7092  0.18
C: -0.3033 -1.4692 -0.3647  1.86
C: -1.4517 -1.5530 -1.1682  -0.06
H: -1.9099 -0.6434 -1.5675  0.04
C: -2.0063 -2.8053 -1.4513  -0.68
H: -2.8706 -2.8701 -2.1186  0.42
C: -1.4855 -3.9635 -0.8697  -0.70
H: -1.9259 -4.9404 -1.0857  0.42
C: -0.3947 -3.8712 0.0020  -0.76
H: -0.0072 -4.7628 0.5004  0.44
C: 0.2089 -2.6350 0.2355  -0.84
H: 1.0634 -2.5671 0.9158  0.28
H: 0.8065 -0.0423 1.5846  0.32
Si: 1.8464 0.0616 -2.7432  0.63
C: 1.2231 -1.5182 -3.4741  0.69
C: 0.5495 -1.4753 -4.7156  -0.24
H: 0.3378 -0.5117 -5.1912  0.30
C: 0.1386 -2.6514 -5.3436  -0.72
H: -0.3709 -2.5958 -6.3072  0.41
C: 0.3783 -3.8876 -4.7367  -0.56
H: 0.0458 -4.8069 -5.2193  0.39
C: 1.0623 -3.9436 -3.5174  -0.49
H: 1.2513 -4.9085 -3.0380  0.40
C: 1.5028 -2.7736 -2.9009  -0.31
H: 2.0377 -2.8280 -1.9479  0.27
C: 0.8456 1.4045 -3.5523  0.23
C: -0.5602 1.4409 -3.5511  0.44
H: -1.1281 0.7046 -2.9746  0.12
C: -1.2369 2.4403 -4.2550  -0.65
H: -2.3244 2.5072 -4.1759  0.43
C: -0.5263 3.3410 -5.0551  -0.57
H: -1.0607 4.0986 -5.6300  0.39
C: 0.8701 3.2685 -5.1252  -0.67
H: 1.4303 3.9548 -5.7658  0.40
C: 1.5539 2.3169 -4.3673  -0.66
H: 2.6445 2.2487 -4.4181  0.36
H: 3.2430 0.1960 -3.2019  -0.38
Cl: 2.5654 0.1910 -0.5565  -0.55
C: -0.5992 2.7792 4.1212  -0.83
O: 0.3741 1.7127 3.9147  0.18
C: 1.7881 2.0683 4.2337  -0.59
C: 2.5093 0.8105 4.6734  -0.51
O: 1.7019 -0.3593 4.2888  0.51
C: 2.2925 -1.6109 4.7053  -0.82
H: -1.2499 2.8710 3.2390  0.18
H: -0.0450 3.7126 4.2842  0.54
H: -1.1954 2.5443 5.0143  0.29
H: 2.2469 2.4847 3.3266  0.28
H: 1.7828 2.8108 5.0382  0.55
H: 3.4893 0.7125 4.1912  0.43
H: 2.6319 0.7882 5.7659  0.38
H: 3.3801 -1.5158 4.6203  0.38
H: 1.9245 -2.4113 4.0575  0.28
H: 2.0220 -1.8060 5.7511  0.28

Values from the calculation:
Total charge: +1
E_LUMO (spin up / spin down) (eV): -2.4648 / -2.5021
Orbital gap (spin up / spin down) (eV): 4.715 / 5.270
Highest occupied orbital energy (spin up / spin down) (eV): -7.18 / -7.77



No. 2
The following is a quantum chemistry calculation of a structure of composition C33H37AsF5IrSSi2, from the Open Molecules 2025 dataset.

Each line ends with the Mulliken charge.
Atoms and positions in Å:
Ir: -0.6988 -0.6626 0.4900  0.28
F: -6.4665 -2.0518 -3.0210  -0.32
C: -5.5118 -2.0965 -2.0829  0.54
C: -4.1773 -2.0720 -2.4413  -0.23
F: -3.8437 -2.0014 -3.7372  -0.34
C: -3.1997 -2.1419 -1.4669  0.24
F: -1.9277 -2.1472 -1.8777  -0.30
C: -3.4986 -2.2249 -0.1069  0.50
S: -2.2830 -2.3707 1.1520  -0.52
C: -4.8544 -2.2379 0.2147  0.15
F: -5.2461 -2.3132 1.4911  -0.33
C: -5.8481 -2.1789 -0.7462  0.24
F: -7.1398 -2.1979 -0.3892  -0.31
C: -1.3058 -0.5241 5.7109  -1.69
C: -0.0156 -0.0819 5.0089  2.39
C: 0.2951 1.3785 5.3626  -1.73
C: 1.1479 -0.9789 5.4537  -1.48
C: -0.1898 -0.2095 3.5509  -0.63
C: -0.2879 -0.3252 2.3444  -0.09
H: -1.1886 -0.4602 6.7970  0.41
H: -1.5510 -1.5523 5.4438  0.34
H: -2.1407 0.1102 5.4115  0.38
H: 0.4858 1.4783 6.4350  0.40
H: -0.5451 2.0211 5.0964  0.39
H: 1.1732 1.7242 4.8160  0.34
H: 1.3490 -0.8368 6.5193  0.44
H: 2.0512 -0.7411 4.8901  0.27
H: 0.9090 -2.0283 5.2804  0.33
C: -0.8451 0.7839 -0.7547  -1.79
C: -0.7648 1.6907 -1.6216  1.70
C: -0.6736 2.6610 -2.5535  -0.23
C: -0.8216 2.2628 -3.9739  0.37
C: -1.6870 1.2165 -4.3065  -0.54
C: -1.8537 0.8146 -5.6207  -0.53
C: -1.1496 1.4435 -6.6398  -0.46
C: -0.2509 2.4518 -6.3209  -0.64
C: -0.0834 2.8525 -5.0037  -0.31
C: -0.4324 4.0530 -2.1249  0.55
C: -0.5806 5.1479 -2.9840  -0.29
C: -0.3217 6.4395 -2.5493  -0.77
C: 0.0754 6.6781 -1.2419  -0.41
C: 0.1733 5.6061 -0.3618  -0.72
C: -0.0816 4.3174 -0.7938  -0.41
H: -2.2306 0.7212 -3.5112  0.31
H: -2.5318 0.0019 -5.8488  0.42
H: -1.2843 1.1342 -7.6686  0.37
H: 0.3346 2.9225 -7.1015  0.37
H: 0.6654 3.5976 -4.7693  0.59
H: -0.9391 4.9965 -3.9924  0.57
H: -0.4331 7.2679 -3.2385  0.37
H: 0.2900 7.6858 -0.9093  0.37
H: 0.4555 5.7745 0.6701  0.39
H: -0.0111 3.4892 -0.0997  0.30
C: 3.6736 -0.6422 1.8443  -0.55
Si: 3.0070 -0.4784 0.0965  0.52
C: 4.4095 -0.8100 -1.1168  -1.11
C: 2.5237 1.3170 -0.1198  -0.95
As: 1.2056 -1.8454 -0.4969  -0.23
Si: 1.5601 -3.7272 0.8538  0.43
C: 0.3872 -5.0761 0.2854  -1.07
C: 3.3142 -4.3423 0.5433  -1.08
C: 1.3364 -3.4653 2.6917  -0.75
H: 4.4821 0.0809 1.9869  0.46
H: 4.0633 -1.6360 2.0728  0.31
H: 2.8815 -0.4177 2.5638  -0.31
H: 5.2860 -0.2004 -0.8806  0.33
H: 4.0769 -0.5544 -2.1256  0.28
H: 4.7143 -1.8594 -1.1266  0.28
H: 3.4002 1.9675 -0.0419  0.51
H: 1.7963 1.6108 0.6391  0.15
H: 2.0579 1.4785 -1.0949  0.10
H: 0.2706 -5.0543 -0.8004  0.30
H: -0.6023 -4.9271 0.7213  0.25
H: 0.7555 -6.0648 0.5731  0.34
H: 3.4916 -4.5106 -0.5217  0.28
H: 3.4757 -5.2866 1.0698  0.36
H: 4.0590 -3.6248 0.8937  0.24
H: 0.4432 -2.8678 2.8811  -0.04
H: 2.1862 -2.9280 3.1185  0.21
H: 1.2351 -4.4232 3.2110  0.52

Values from the calculation:
2S+1: 2
Total charge: -1
E_LUMO (spin up / spin down) (eV): 1.9879 / 1.5570
⟨S²⟩: 0.945
Orbital gap (spin up / spin down) (eV): 5.931 / 5.737
Highest occupied orbital energy (spin up / spin down) (eV): -3.94 / -4.18



No. 3
The following is a quantum chemistry calculation of a structure of composition C33H37Br3F40NO10PSSi2, from the Open Molecules 2025 dataset.

Each line ends with the Mulliken charge.
Atoms and positions in Å:
C: 1.9926 -4.0593 2.8350  -1.37
C: 1.2622 -2.8771 3.4847  0.01
N: 1.4884 -1.6028 2.7595  0.34
Si: 0.1184 -0.5921 2.5464  -0.77
O: -1.0528 -1.4636 1.7346  -0.29
Si: -2.6304 -1.0312 1.4838  -0.15
Br: -2.9363 1.1424 1.8225  0.20
C: -3.8267 -2.0701 2.4896  -0.71
C: -5.0973 -1.3627 3.0159  -0.07
C: -4.9228 -0.9353 4.4458  0.18
O: -4.8639 -1.7282 5.3549  -0.59
O: -4.8242 0.3862 4.6405  -0.35
C: 0.7078 0.8235 1.4672  0.74
Br: 0.0107 0.7678 -0.3047  -0.13
C: 1.5811 1.7675 1.8489  0.16
C: 2.2351 1.8199 3.2046  -1.05
Br: 2.1458 3.1366 0.6645  -0.16
P: -0.5312 0.0325 4.6522  0.74
O: -1.1348 1.5108 4.6853  -0.32
O: -1.8309 -0.8528 5.0300  -0.33
S: 0.9113 -0.2216 5.9021  -0.40
H: 2.8529 -4.3770 3.4275  0.31
H: 1.3384 -4.9293 2.7399  0.35
H: 2.3475 -3.8205 1.8304  0.37
H: 1.6124 -2.7548 4.5102  0.28
H: 0.1947 -3.1310 3.5504  -0.03
H: 1.8430 -1.8296 1.8334  0.11
H: -2.9305 -1.2742 0.0648  -0.20
H: -4.1561 -2.8341 1.7763  0.46
H: -3.3392 -2.6083 3.3045  0.44
H: -5.9171 -2.0814 3.0223  0.08
H: -5.4035 -0.5401 2.3664  0.40
H: -4.5170 0.4937 5.5556  0.36
H: 1.5980 2.2764 3.9649  0.24
H: 2.5363 0.8163 3.5120  0.16
H: 3.1393 2.4281 3.1514  0.48
H: -0.9832 2.0007 3.8655  0.26
H: -1.6845 -1.7662 4.7495  0.28
C: 3.3965 0.6685 -2.7844  -0.78
C: 4.2835 0.3094 -1.5827  0.93
C: 5.2445 1.3753 -1.0519  0.24
F: 6.1889 1.6892 -1.9570  -0.24
F: 5.8558 0.8653 0.0463  -0.17
F: 4.9512 -0.8398 -1.8185  -0.29
F: 3.4305 0.0852 -0.5434  -0.17
O: 3.8012 0.1983 -4.0566  -0.42
C: 4.6112 0.9167 -4.8883  0.77
C: 5.9086 0.1596 -5.1975  0.31
F: 6.6007 -0.0613 -4.0622  -0.24
F: 6.6673 0.9213 -6.0192  -0.26
F: 4.8641 2.1530 -4.4246  -0.30
F: 3.9589 1.0610 -6.0662  -0.24
H: 2.4629 0.1412 -2.5931  0.35
H: 3.1573 1.7322 -2.7981  0.37
H: 4.7008 2.2763 -0.7588  0.03
H: 5.6912 -0.7912 -5.6800  0.18
C: 3.0159 0.6066 -9.6914  -0.72
C: 2.9149 0.7008 -11.2218  0.87
C: 2.0263 -0.3150 -11.9462  0.08
F: 2.4926 -1.5676 -11.7809  -0.22
F: 2.0375 -0.0311 -13.2671  -0.26
F: 4.1456 0.7055 -11.7710  -0.27
F: 2.3373 1.9116 -11.4790  -0.33
O: 4.1644 -0.0191 -9.1532  -0.34
C: 4.2303 -1.3521 -8.8828  0.71
C: 5.3621 -2.0319 -9.6617  0.23
F: 5.1529 -1.9139 -10.9845  -0.23
F: 5.3757 -3.3448 -9.3408  -0.27
F: 3.0586 -1.9816 -9.0597  -0.29
F: 4.5494 -1.4770 -7.5662  -0.27
H: 3.1065 1.6408 -9.3631  0.40
H: 2.0971 0.2168 -9.2526  0.33
H: 0.9973 -0.2571 -11.5817  0.29
H: 6.3206 -1.5795 -9.4004  0.26
C: 7.4161 -1.7135 2.4302  -0.80
C: 6.3712 -1.3534 3.4979  0.87
C: 6.5293 -0.0204 4.2346  0.12
F: 7.6669 0.0034 4.9546  -0.25
F: 5.4884 0.1284 5.0841  -0.24
F: 6.2462 -2.3587 4.3885  -0.30
F: 5.1846 -1.2410 2.8301  -0.20
O: 8.4349 -2.6300 2.7857  -0.41
C: 9.6290 -2.2405 3.3203  0.79
C: 9.8500 -2.8524 4.7090  0.20
F: 8.8875 -2.4498 5.5588  -0.22
F: 11.0443 -2.4308 5.1811  -0.26
F: 9.7787 -0.9061 3.3424  -0.29
F: 10.6093 -2.7399 2.5307  -0.31
H: 6.8463 -2.2457 1.6702  0.41
H: 7.8169 -0.8226 1.9460  0.41
H: 6.5274 0.8121 3.5256  0.23
H: 9.8461 -3.9417 4.6422  0.24
C: -5.6648 5.8812 2.3870  -0.86
C: -4.3710 5.0949 2.1236  0.97
C: -3.5636 4.6217 3.3351  0.02
F: -3.0991 5.6620 4.0472  -0.24
F: -2.4939 3.9115 2.8887  -0.24
F: -3.5713 5.7758 1.2794  -0.29
F: -4.7592 3.9460 1.4947  -0.28
O: -5.6091 7.2880 2.2607  -0.40
C: -5.3153 8.1152 3.3082  0.82
C: -4.0595 8.9499 3.0288  0.18
F: -2.9953 8.1463 2.8430  -0.21
F: -3.8213 9.7400 4.0977  -0.25
F: -5.2188 7.4569 4.4751  -0.29
F: -6.3350 8.9957 3.4276  -0.30
H: -6.3315 5.5729 1.5831  0.44
H: -6.1348 5.5740 3.3217  0.34
H: -4.1631 3.9736 3.9800  0.29
H: -4.2103 9.5670 2.1414  0.25
C: -9.1435 -3.7884 1.4191  -0.82
C: -8.3822 -2.8089 0.5114  0.87
C: -8.9294 -1.3854 0.3684  0.12
F: -10.1428 -1.3895 -0.2103  -0.24
F: -8.0853 -0.6800 -0.4184  -0.25
F: -8.1862 -3.3534 -0.7037  -0.27
F: -7.1519 -2.6428 1.0940  -0.25
O: -9.9908 -4.7289 0.7920  -0.39
C: -11.3133 -4.4859 0.5442  0.79
C: -11.6262 -4.5633 -0.9551  0.19
F: -10.9158 -3.6393 -1.6292  -0.22
F: -12.9406 -4.3109 -1.1337  -0.25
F: -11.7331 -3.3259 1.0756  -0.29
F: -12.0233 -5.4762 1.1300  -0.30
H: -8.3625 -4.4001 1.8685  0.43
H: -9.6445 -3.2683 2.2361  0.35
H: -8.9908 -0.8966 1.3448  0.29
H: -11.3870 -5.5575 -1.3365  0.25

Values from the calculation:
E_LUMO (eV): -0.0420
Orbital gap (eV): 8.852
Highest occupied orbital energy (eV): -8.89



Molar mass, respectively: 584.26 884.03 1726.50 g mol⁻¹.